Arrangement a

The following is a DFT calculation (ωB97M-V/def2-TZVPD) of C3H3N5 in the gas phase.

* orbital gap: 0.33171 Ha
* SMILES: [H]/N=c1/cnnncn1
* highest occupied orbital energy: -9.716 eV

Each line ends with the Löwdin charge.
Positions of all 11 atoms, in Å:
H1 1.11618 2.65313 -0.43960  0.169
N1 0.18669 2.18977 0.14632  0.135
C1 0.23359 0.97684 0.19591  -0.478
C2 -0.63970 0.41354 1.19253  -0.063
N2 -1.26452 -0.67738 0.76706  0.006
N3 -1.63236 -1.17689 -0.41916  -0.010
N4 -0.67720 -1.60083 -1.18286  0.013
C3 0.74365 -1.27914 -0.84133  -0.185
N5 1.15449 -0.10362 -0.45156  0.113
H2 -0.57259 0.80006 2.31126  0.164
H3 1.35178 -2.19548 -1.27857  0.136



Arrangement b

The following is a DFT calculation (ωB97M-V/def2-TZVPD) of C3H3N5 in the gas phase.

* orbital gap: 0.29420 Ha
* SMILES: [H]/N=c1\ncncnn1
* highest occupied orbital energy: -9.271 eV

Each line ends with the Löwdin charge.
Positions of all 11 atoms, in Å:
H1 -2.74034 0.52807 0.97711  0.015
N1 -2.39243 -0.21823 0.39861  0.131
C1 -1.10365 0.03606 -0.11893  -0.401
N2 -0.44114 1.31430 -0.41555  0.128
C2 0.84020 1.27177 -0.33893  -0.230
N3 1.49871 0.22925 0.20395  0.079
C3 1.33114 -1.02368 0.40756  -0.029
N4 0.26366 -1.74426 -0.50405  0.084
N5 -0.68238 -1.05371 -0.90143  0.037
H2 1.48215 2.08287 -0.76546  0.134
H3 1.94410 -1.42246 1.05710  0.053



Arrangement c

The following is a DFT calculation (ωB97M-V/def2-TZVPD) of C3H3N5 in the gas phase.

* orbital gap: 0.33568 Ha
* SMILES: [H]/N=c1/nccnnn1
* highest occupied orbital energy: -10.159 eV

Each line ends with the Löwdin charge.
Positions of all 11 atoms, in Å:
H1 -2.35222 0.33469 1.15081  0.041
N1 -1.99591 -0.51624 0.71717  0.150
C1 -1.20043 -0.05689 -0.25113  -0.477
N2 -0.30054 -0.90458 -0.99596  0.125
C2 0.88578 -1.06137 -0.49486  -0.102
C3 1.32855 -0.04486 0.47765  -0.123
N3 0.93931 1.21860 0.47787  0.072
N4 0.07349 1.82506 -0.58814  0.046
N5 -1.08700 1.29815 -0.71368  0.064
H2 1.72803 -1.65058 -0.94934  0.129
H3 1.98093 -0.44198 1.16961  0.076



Arrangement d

The following is a DFT calculation (ωB97M-V/def2-TZVPD) of C3H3N5 in the gas phase.

* orbital gap: 0.29057 Ha
* SMILES: [H]/N=c1/ccnnnn1
* highest occupied orbital energy: -9.050 eV

Each line ends with the Löwdin charge.
Positions of all 11 atoms, in Å:
H1 -1.74318 -1.65163 0.89322  0.008
N1 -1.80533 -0.68471 0.77696  0.156
C1 -0.73660 -0.49100 -0.02943  -0.478
C2 -0.60787 0.81594 -0.53783  -0.123
C3 0.66476 1.26974 -0.36726  -0.033
N2 1.48278 0.42907 0.74377  0.001
N3 1.73692 -0.70530 0.81897  0.021
N4 1.44221 -1.36267 -0.63138  0.075
N5 0.16922 -1.39048 -0.78880  0.072
H2 -1.71659 1.49656 -0.55843  0.205
H3 1.11370 2.27447 -0.31980  0.096



It is arrangement c that is the most stable of them.



Arrangement a

The following is a DFT calculation (ωB97M-V/def2-TZVPD) of C3H3N5 in the gas phase.

* orbital gap: 0.33663 Ha
* SMILES: N#Cc1n[nH]nc1N
* highest occupied orbital energy: -8.961 eV

Each line ends with the Löwdin charge.
Positions of all 11 atoms, in Å:
N1 -3.02889 -0.49354 0.22318  0.113
C1 -1.91908 -0.97740 -0.21201  -0.120
C2 -0.51644 -0.84021 -0.13265  -0.229
N2 0.52519 -1.84896 -0.06391  0.136
N3 1.53609 -1.10689 0.11962  -0.091
N4 1.51295 0.26194 0.00998  0.131
C3 0.16917 0.41030 0.00441  -0.395
N5 -0.16555 1.71573 -0.00551  0.100
H1 2.30580 -1.55712 0.29830  0.084
H2 0.71165 2.35949 -0.13493  0.157
H3 -1.13090 2.07664 -0.10647  0.114



Arrangement b

The following is a DFT calculation (ωB97M-V/def2-TZVPD) of C3H3N5 in the gas phase.

* orbital gap: 0.39003 Ha
* SMILES: N#CCn1ncnn1
* highest occupied orbital energy: -11.040 eV

Each line ends with the Löwdin charge.
Positions of all 11 atoms, in Å:
N1 -1.17547 1.14175 -2.22560  0.133
C1 -1.69448 0.57882 -1.16727  -0.104
C2 -1.56361 -0.04605 0.18552  -0.160
N2 -0.18987 -0.20974 0.52886  -0.303
N3 0.58368 0.86347 0.89474  0.150
C3 1.80226 0.08742 0.84402  -0.206
N4 1.83088 -1.14094 0.34734  0.111
N5 0.40478 -1.24809 0.26320  0.043
H1 -1.91857 0.74671 0.99900  0.170
H2 -2.12593 -0.98166 0.29941  0.123
H3 2.60148 0.66871 0.86822  0.043



It is arrangement a that is the most stable of them.